1.
Here is a structure of composition C18H32CrNO3P2 in a non-equilibrium geometry from OMol25. Energies are from ωB97M-V/def2-TZVPD.

LUMO level (spin up / spin down) = 0.5 / 0.5 eV
Kohn-Sham gap (spin up / spin down) = 7.1786 / 7.1825 eV
energy = -2712.658216 a.u.
expectation value of S² = 3.797
spin multiplicity = 4

Positions of all 57 atoms, in Å:
C -0.74 3.83 -1.60
C -0.78 2.47 -1.22
N 0.13 2.00 -0.31
C 0.91 2.85 0.37
C 0.91 4.22 0.09
C 0.08 4.71 -0.91
C -1.74 1.55 -1.74
P -2.01 0.08 -0.82
Cr -0.04 -0.04 0.35
P 2.12 0.50 1.17
C 1.82 2.29 1.46
C 0.02 -2.17 0.50
C -1.04 -2.78 1.15
C -1.04 -4.17 1.31
C 0.02 -4.94 0.82
C 1.08 -4.31 0.17
C 1.09 -2.92 0.00
O -0.72 0.54 -4.17
O 0.52 -1.27 -2.97
H -1.41 4.15 -2.39
H 1.56 4.86 0.69
H 0.08 5.78 -1.15
C -3.40 0.55 0.25
C -2.63 -1.25 -1.89
H 2.78 2.81 1.47
H 1.34 2.40 2.45
H -1.10 0.99 -3.38
H -2.52 1.97 -2.37
C 2.70 -0.13 2.75
C 3.53 0.50 0.05
H -1.86 -2.18 1.56
H -1.87 -4.66 1.82
H 0.01 -6.03 0.93
H 1.91 -4.90 -0.22
H 1.94 -2.42 -0.46
H 0.40 -0.89 -1.68
H 0.29 -2.21 -3.15
H -0.08 -0.77 -3.54
H -0.07 1.14 -4.55
H 0.74 -0.43 -1.01
H -4.26 0.86 -0.36
H -3.64 -0.32 0.88
H -3.05 1.38 0.89
H -3.51 -0.93 -2.46
H -1.87 -1.61 -2.60
H -2.91 -2.10 -1.24
H 4.39 0.98 0.53
H 3.78 -0.54 -0.20
H 3.28 1.03 -0.87
H 3.71 0.25 2.95
H 2.02 0.14 3.56
H 2.75 -1.23 2.68
C -0.70 0.06 3.33
O -0.92 0.32 1.97
H -0.18 -0.91 3.53
H -1.70 0.04 3.79
H -0.11 0.89 3.78

=====

2.
Here is a cluster of 2 separate species, C6H16NOP in total in a non-equilibrium geometry from OMol25. Energies are from ωB97M-V/def2-TZVPD.

ΔE to the lowest compared entry with this formula, charge and spin = 57.6 kcal/mol
LUMO level = 0.0 eV
Kohn-Sham gap = 8.7125 eV
energy = -709.475935 a.u.

Positions of all 25 atoms, in Å:
C 1.67 -1.92 0.02
C -3.56 0.07 0.87
C 4.33 1.89 2.43
C -3.08 -0.35 -0.57
C -1.65 0.09 -0.81
C -0.89 -0.66 -1.81
N 0.50 -0.19 -1.88
O 2.99 0.06 -1.50
P 1.81 -0.46 -0.88
H 0.57 -2.10 0.27
H 2.35 -2.21 0.76
H -3.86 1.13 0.72
H -4.40 -0.62 1.10
H -2.85 -0.04 1.54
H 4.73 1.75 1.34
H 4.54 2.85 2.76
H 4.94 1.30 3.07
H -3.11 -1.48 -0.58
H -3.70 -0.13 -1.36
H -1.76 1.12 -1.09
H -1.18 0.04 0.14
H -1.18 -0.62 -2.88
H -1.09 -1.70 -1.70
H 0.68 0.60 -2.40
H 3.21 1.55 2.45

=====

3.
Here is a cluster of 12 separate species, C6H35NO11 in total in a non-equilibrium geometry from OMol25. Energies are from ωB97M-V/def2-TZVPD.

ΔE to the lowest compared entry with this formula, charge and spin = 46.6 kcal/mol
LUMO level = 0.0 eV
Kohn-Sham gap = 8.8029 eV
energy = -1131.977518 a.u.
SMILES = C[C@@H]1CCCN1C.O.O.O.O.O.O.O.O.O.O.O

Positions of all 53 atoms, in Å:
C 2.55 -0.62 0.00
N 2.79 0.45 -0.98
C 3.48 1.62 -0.41
C 2.41 2.69 -0.14
C 1.22 2.33 -1.06
C 1.66 1.00 -1.73
C 2.00 1.22 -3.20
H 1.83 -0.30 0.72
H 2.29 -1.51 -0.58
H 3.50 -0.67 0.52
H 4.22 1.95 -1.15
H 3.91 1.39 0.56
H 2.20 2.84 0.92
H 2.74 3.69 -0.45
H 1.03 3.04 -1.86
H 0.24 2.29 -0.57
H 0.91 0.20 -1.71
H 2.46 0.31 -3.59
H 1.05 1.40 -3.72
H 2.60 2.10 -3.44
H 0.96 -0.07 4.87
H 0.08 0.46 3.74
O 0.45 -0.37 4.11
H -2.91 -0.45 -1.70
H -1.89 0.72 -1.89
O -2.79 0.44 -2.06
H -4.11 1.14 2.01
H -3.47 1.97 3.15
O -3.48 1.84 2.19
H -2.86 -2.86 -1.27
H -1.54 -2.56 -2.09
O -2.19 -2.21 -1.47
H -1.86 1.27 2.33
H -0.48 1.64 1.65
O -0.89 1.31 2.46
H -4.61 -0.86 1.50
H -3.43 -1.20 2.38
O -4.34 -0.94 2.42
H -5.13 1.64 -0.18
H -4.11 0.62 -0.86
O -4.56 0.88 -0.04
H 4.13 -0.69 -1.90
H 3.79 -2.00 -2.54
O 4.36 -1.24 -2.68
H 0.65 -1.66 1.23
H 0.14 -1.34 2.72
O -0.05 -1.78 1.87
H -1.22 -3.37 1.68
H -2.40 -2.73 0.85
O -2.16 -3.43 1.45
H 0.67 -3.80 -0.97
H -0.28 -2.91 -0.21
O 0.43 -2.88 -0.86

=====

4.
Here is a structure of composition CClNO2S in a non-equilibrium geometry from OMol25. Energies are from ωB97M-V/def2-TZVPD.

ΔE to the lowest compared entry with this formula, charge and spin = 54.0 kcal/mol
LUMO level (spin up / spin down) = -3.8 / -3.8 eV
Kohn-Sham gap (spin up / spin down) = 8.0197 / 8.0210 eV
energy = -1101.594768 a.u.

Positions of all 6 atoms, in Å:
C 0.47 -0.28 -0.81
N 0.93 -0.51 -1.82
O 0.29 1.39 1.23
O -0.37 -0.97 1.61
S -0.29 0.17 0.77
Cl -2.65 0.69 -0.32

=====

5.
Here is the molecule C5H8N2O in a non-equilibrium geometry from OMol25. Energies are from ωB97M-V/def2-TZVPD.

ΔE to the lowest compared entry with this formula, charge and spin = 157.2 kcal/mol
LUMO level = 0.9 eV
Kohn-Sham gap = 9.9728 eV
energy = -379.837603 a.u.
SMILES = CN1[C@H]2C=NOC[C@@H]21

Positions of all 16 atoms, in Å:
C -1.42 0.55 -1.75
C -0.26 0.43 0.60
C -0.49 -0.79 1.29
C 2.13 0.08 0.27
C 0.77 0.10 -0.40
H -1.51 -0.56 -1.61
H -1.01 0.79 -2.72
H -2.35 1.08 -1.51
H -0.23 1.26 1.42
H -0.67 -1.53 0.59
H -1.23 -0.72 2.13
H 3.09 0.60 -0.07
H 0.54 -0.84 -0.82
N -0.42 0.97 -0.83
N 2.11 -0.44 1.43
O 0.97 -0.98 1.97

=====

6.
Here is a structure of composition C10H26N5O12S2 in a non-equilibrium geometry from OMol25. Energies are from ωB97M-V/def2-TZVPD.

LUMO level = 2.1 eV
Kohn-Sham gap = 7.9572 eV
total charge = -1
energy = -2369.340152 a.u.

Positions of all 55 atoms, in Å:
C -1.58 2.02 0.42
C -1.36 1.94 -1.10
C 0.12 2.10 -1.51
C 0.85 0.77 -1.63
S 1.11 0.01 -0.05
O -0.14 -0.66 0.25
O 1.51 1.05 0.85
N 2.29 -1.02 -0.41
S 2.92 -1.86 0.78
O 2.08 -2.09 1.94
O 3.50 -3.05 0.21
C 4.32 -0.93 1.38
C 3.98 0.11 2.46
H -0.66 2.32 0.92
H -2.37 2.71 0.67
H -1.84 1.04 0.82
H -1.92 2.73 -1.58
H -1.68 0.98 -1.47
H 0.18 2.57 -2.48
H 0.62 2.76 -0.81
H 0.25 0.09 -2.22
H 1.81 0.93 -2.11
H 4.80 -0.48 0.52
H 5.01 -1.67 1.79
H 2.92 0.13 2.66
H 4.49 -0.13 3.39
H 4.28 1.10 2.13
C -1.13 -3.00 1.70
N -2.36 -2.28 2.17
O -2.86 -1.45 1.44
O -2.80 -2.59 3.26
H -0.86 -2.62 0.73
H -0.34 -2.81 2.41
H -1.40 -4.05 1.68
C -4.43 -0.95 -2.30
N -3.90 -0.23 -3.49
O -4.47 -0.37 -4.56
O -2.93 0.46 -3.30
H -5.29 -1.53 -2.61
H -3.63 -1.59 -1.93
H -4.68 -0.21 -1.56
C 2.64 -4.05 4.07
N 1.23 -4.53 4.17
O 0.36 -3.70 4.22
O 1.05 -5.74 4.18
H 2.62 -2.97 4.05
H 3.17 -4.44 4.93
H 3.05 -4.45 3.14
C -1.07 6.11 -4.48
N -1.42 5.09 -3.45
O -1.85 5.49 -2.39
O -1.24 3.94 -3.76
H -1.28 7.10 -4.07
H -0.02 5.99 -4.71
H -1.68 5.91 -5.36

=====

7.
Here is the molecule C4H8O2 in a non-equilibrium geometry from OMol25. Energies are from ωB97M-V/def2-TZVPD.

ΔE to the lowest compared entry with this formula, charge and spin = 34.5 kcal/mol
LUMO level = 0.8 eV
Kohn-Sham gap = 11.0279 eV
energy = -307.657404 a.u.
SMILES = CC(=O)[C@@H](C)O

Positions of all 14 atoms, in Å:
C 1.50 -0.83 -0.71
C 0.93 0.20 0.28
O 1.46 1.46 -0.06
C -0.67 0.40 0.22
O -0.95 1.50 -0.23
C -2.01 -0.30 0.55
H 1.27 -1.85 -0.41
H 2.59 -0.71 -0.75
H 1.12 -0.64 -1.72
H 1.28 -0.05 1.29
H 0.66 2.00 -0.23
H -2.50 -0.49 -0.42
H -2.63 0.49 1.01
H -2.05 -1.19 1.18

=====

8.
Here is the molecule CH2N2O3 in a non-equilibrium geometry from OMol25. Energies are from ωB97M-V/def2-TZVPD.

ΔE to the lowest compared entry with this formula, charge and spin = 102.7 kcal/mol
LUMO level = 0.6 eV
Kohn-Sham gap = 10.5443 eV
energy = -374.315501 a.u.
SMILES = NC(=O)n1oo1

Positions of all 8 atoms, in Å:
C 0.12 0.57 -0.17
N -0.98 -0.52 0.33
N 1.33 0.23 0.36
O -0.32 1.55 -0.66
O -1.47 -1.49 -0.60
O -2.23 -0.31 -0.17
H 1.37 -0.63 0.78
H 2.18 0.60 0.13